#i
Here is an isolated molecule of C5H10O2 from the Open Molecules 2025 dataset. Energies are from ωB97M-V/def2-TZVPD.

Element x y z (Å)
1 C -0.9166 -0.7696 -1.9683
2 O -1.1649 -0.3104 -0.6668
3 C -0.4207 0.7973 -0.2480
4 C -0.8388 1.2434 1.1234
5 C 0.5493 0.7076 0.9018
6 C 1.0170 -0.6524 1.3097
7 O 2.1993 -0.9962 0.6015
8 H 0.1277 -1.0836 -2.0992
9 H -1.1568 -0.0191 -2.7398
10 H -1.5664 -1.6335 -2.1225
11 H -0.0669 1.4398 -1.0627
12 H -1.0144 2.2854 1.3824
13 H -1.5235 0.5508 1.6146
14 H 1.3132 1.4785 0.8584
15 H 1.2743 -0.7069 2.3704
16 H 0.1898 -1.3436 1.0901
17 H 1.9986 -0.9875 -0.3450

2S+1   1
HOMO-LUMO gap   0.375 Ha
LUMO   0.03302 Eh
Structure (SMILES)   CO[C@H]1C[C@H]1CO

=====

#ii
Here is C5H10O2 as an isolated structure from the Open Molecules 2025 dataset. Energies are from ωB97M-V/def2-TZVPD.

Element x y z (Å)
1 O 2.0152 0.7701 0.4865
2 C 1.6596 -0.4999 -0.0450
3 C 0.1024 -0.7121 -0.1151
4 C -0.5902 0.5678 -0.4389
5 C -1.9088 0.3018 -1.1357
6 O -2.4828 -0.2237 0.0769
7 C -1.2014 -0.1492 0.7094
8 H 2.9595 0.9159 0.3290
9 H 2.2115 -1.2970 0.4765
10 H 2.0176 -0.5345 -1.0972
11 H 0.6970 -0.0340 2.2598
12 H -0.1061 -1.6308 -0.6616
13 H -0.0164 1.4817 -0.4367
14 H -1.8853 -0.5320 -1.8387
15 H -2.3882 1.1734 -1.5914
16 H 0.1804 0.2465 2.7103
17 H -1.3027 -0.2355 1.7752

2S+1   1
HOMO-LUMO gap   0.340 Ha
LUMO   0.02867 Eh

=====

#iii
Here is an isolated molecule of C5H10O2 from the Open Molecules 2025 dataset. Energies are from ωB97M-V/def2-TZVPD.

Element x y z (Å)
1 O -0.4926 1.1106 1.9263
2 C -1.4152 0.2120 1.3326
3 C -1.0061 0.0101 -0.1193
4 C 0.4225 -0.5060 -0.2703
5 C 0.9275 -0.9933 -1.6418
6 O 2.0364 -0.0825 -1.5943
7 C 1.4841 0.5850 -0.4442
8 H -0.7454 1.2340 2.8490
9 H -2.4365 0.6225 1.3545
10 H -1.4285 -0.7508 1.8696
11 H -1.0620 0.9783 -0.6120
12 H -1.7342 -0.6496 -0.6071
13 H 0.6967 -1.2151 0.5202
14 H 0.2390 -0.7898 -2.4788
15 H 1.2665 -2.0355 -1.7137
16 H 2.1978 0.7165 0.3641
17 H 1.0500 1.5537 -0.7347

2S+1   1
HOMO-LUMO gap   0.377 Ha
LUMO   0.03017 Eh
Structure (SMILES)   OCCC1COC1

=====

#iv
Here is a 2-piece molecular cluster, C5H10O2 overall from the Open Molecules 2025 dataset. Energies are from ωB97M-V/def2-TZVPD.

Element x y z (Å)
1 C 1.9809 0.5717 -2.7594
2 C 1.0909 0.1055 -1.9124
3 O 0.0104 -0.6188 -2.2213
4 C 0.8170 0.2622 -0.4596
5 C 0.3459 1.4311 0.1033
6 C -0.5771 1.5557 1.2083
7 H 2.1658 0.3116 -3.7421
8 H 2.4688 1.4638 -2.3607
9 H 0.2954 -1.0167 -3.1413
10 H 0.5930 -0.6641 0.0039
11 H 0.7733 2.3704 -0.3847
12 H -1.4166 0.7517 1.3043
13 H 0.0586 1.6129 2.1743
14 H -1.2010 2.4635 0.9710
15 O -2.5409 -2.5286 4.4697
16 H -2.0511 -2.9024 5.1273
17 H -3.3881 -2.7696 4.9785

2S+1   1
HOMO-LUMO gap   0.337 Ha
LUMO   0.03267 Eh
Structure (SMILES)   C=C(O)/C=C/C.O

=====

Least stable of them? #ii.